Here is one molecule with the formula C18H16N6OS at a distorted geometry from the OMol25 dataset. Energies are from ωB97M-V with the def2-TZVPD basis set.

```
42
Properties=species:S:1:pos:R:3:forces:R:3
C 2.33331 1.84298 -3.12415 2.052 2.335 -2.367
C 2.12586 2.16912 -1.67121 -0.715 -0.205 1.406
C 2.07137 3.68241 -1.35266 1.789 -0.743 -2.108
O 2.99306 1.32614 -0.75466 -0.103 1.314 -1.096
C 2.26399 0.38450 0.10152 -0.270 0.788 -1.899
C 0.82478 0.70596 -0.31032 1.565 -0.515 0.764
C -0.39652 0.30551 0.13187 -1.127 -0.778 0.669
N -0.59720 -0.46977 1.25474 -0.983 -1.212 1.048
C -0.05433 -1.75591 1.45153 0.575 -0.630 0.004
N 0.75927 -2.29749 0.57584 0.452 -1.335 0.802
N 1.22763 -3.51814 1.18462 -0.784 1.422 -0.232
C 0.57501 -3.68151 2.37780 1.699 -1.994 -1.322
C 0.72797 -4.79471 3.17532 -2.029 0.091 2.723
C -0.10910 -4.74536 4.35551 1.597 -0.223 -0.656
C -0.96962 -3.62808 4.66179 1.975 -0.539 -2.829
C -1.04744 -2.55996 3.74819 -0.664 -0.283 1.414
C -0.25019 -2.63365 2.63967 -0.224 2.299 -1.929
N -1.58363 0.67836 -0.37892 0.136 -0.065 -0.587
C -1.51483 1.49320 -1.40324 -0.301 2.107 -0.679
C -2.81226 1.98946 -2.16338 1.761 -0.372 2.606
C -2.74611 2.81836 -3.22485 0.357 -0.461 -1.406
S -4.31318 2.82196 -3.94275 0.356 2.121 -0.728
C -4.94692 2.25966 -2.50930 -1.395 -1.065 1.454
N -4.09485 1.75227 -1.66412 0.666 0.235 -0.500
N -0.36053 2.06936 -1.80110 -0.302 0.143 -1.139
C 0.79791 1.65912 -1.28266 -2.334 -0.276 -0.252
H 3.40320 2.11900 -3.49223 -1.449 -0.897 0.994
H 2.11706 0.81070 -3.28448 0.037 -0.711 -0.393
H 1.75321 2.49876 -3.89004 0.275 -1.144 1.809
H 3.05383 4.11147 -1.48686 0.448 0.163 -0.176
H 1.81831 3.87265 -0.37365 -0.849 0.231 2.262
H 1.40069 4.20622 -2.03526 -0.132 -0.325 0.071
H 2.57640 0.61877 1.12841 -0.466 -0.354 -0.151
H 2.55399 -0.63933 -0.23166 -0.260 0.657 0.635
H -1.61898 -0.42318 1.39203 0.699 -0.401 0.357
H 1.66130 -4.32397 0.70455 -0.569 1.459 -0.083
H 1.41292 -5.61863 2.92833 -0.480 0.433 0.303
H 0.08136 -5.58289 5.07340 -0.722 0.938 -0.513
H -1.48260 -3.61687 5.55481 -1.144 -0.021 1.717
H -1.70398 -1.67952 3.86674 0.392 -0.671 0.274
H -1.91073 3.37566 -3.66253 -0.271 -0.883 0.097
H -6.01946 2.39740 -2.26661 0.742 -0.633 -0.366
```
Forces are in eV/Å.

Total energy (eV): -40746.9495
Energy relative to the best compared isomer or geometry (same formula, charge and spin) (eV): 2.9996
SMILES: CC1(C)OCc2c(Nc3n[nH]c4ccccc34)nc(-c3cscn3)nc21
Total charge: 0

These are the Mulliken partial charges, in e, on atoms 1 to 2: -1.456 1.909

---

Here is one molecule with the formula C10H9N3O at a distorted geometry from the OMol25 dataset. Energies are from ωB97M-V with the def2-TZVPD basis set.

```
23
Properties=species:S:1:pos:R:3:forces:R:3
O 4.35743 2.01354 -0.70421 -1.923 -0.987 4.305
N 3.73913 1.74549 0.38761 -0.398 0.364 -4.799
C 2.36578 1.16848 0.05632 1.994 0.223 0.124
C 1.29296 1.20808 0.97324 3.838 2.694 -0.123
C 0.13617 0.73822 0.53238 -1.430 -0.931 0.869
C 0.04089 -0.00179 -0.58488 0.334 -2.290 -2.502
N -1.07958 -0.68047 -0.95958 -0.799 -1.852 -6.019
N -2.13492 -1.03407 -0.22951 0.405 -2.328 3.083
C -1.88630 -1.83863 0.91422 4.010 -0.347 -2.005
C -2.94497 -1.80621 1.69289 -2.188 0.212 1.493
C -3.92285 -0.99490 0.95829 -3.621 0.272 3.551
C -3.46325 -0.59119 -0.22741 3.361 0.565 -1.141
C 1.16024 -0.27751 -1.44618 -2.994 1.242 1.061
C 2.24579 0.45245 -1.18552 1.837 0.144 1.367
H 1.28365 1.82799 1.90507 0.558 -0.908 -0.824
H -0.59204 0.70077 1.26541 -2.130 0.161 0.849
H -1.06347 -1.22522 -1.96549 0.373 1.951 3.472
H -0.82164 -2.35323 0.99148 -2.591 1.297 -0.065
H -3.05113 -2.28123 2.71143 -0.069 0.705 -1.563
H -4.89273 -0.64298 1.50331 1.682 -0.977 -1.615
H -3.57423 -0.04487 -1.16124 -1.401 0.355 0.714
H 0.93839 -0.90345 -2.29365 0.608 -0.148 -0.235
H 3.09463 0.25522 -1.81229 0.544 0.584 0.003
```
Forces are in eV/Å.

Total energy (eV): -17027.6170
Energy relative to the best compared isomer or geometry (same formula, charge and spin) (eV): 5.9494
SMILES: O=Nc1ccc(Nn2cccc2)cc1
Total charge: 0

These are the Mulliken partial charges, in e, on atoms 1 to 2: -0.309 -0.190

---

Here is a 2-piece molecular cluster, C4H12NO2 overall at a distorted geometry from the OMol25 dataset. Energies are from ωB97M-V with the def2-TZVPD basis set.

```
19
Properties=species:S:1:pos:R:3:forces:R:3
N 2.17496 -0.46063 -2.49749 -0.774 1.206 1.187
C 0.86364 -1.10204 -2.11471 -0.192 1.666 1.139
O 0.57923 -0.84385 -0.80026 0.641 -0.679 -1.214
H 2.53708 -0.27454 -1.56436 0.220 0.118 -0.143
H 2.82682 -1.02270 -2.96771 0.861 -1.298 -0.721
H 0.15055 -0.59363 -2.77095 -0.579 -0.027 -0.425
H 0.86946 -2.14357 -2.39498 0.155 -1.118 -0.161
C -1.82914 -0.12677 0.62995 0.704 -0.657 -1.167
C -0.81200 0.95022 0.99487 -0.707 -1.376 1.431
C 0.30308 0.32495 1.84455 0.085 0.662 0.019
O -1.59106 1.83040 1.86422 -0.094 0.986 -0.138
H -2.68517 0.28372 0.11334 -0.446 0.317 0.098
H -2.14551 -0.77354 1.45124 -0.014 0.446 0.345
H -1.33138 -0.79368 -0.09685 0.034 0.294 0.274
H -0.38536 1.39463 0.09246 -0.282 0.254 0.177
H 0.75523 -0.53294 1.32973 -0.098 0.364 0.050
H -0.11170 0.05005 2.83124 0.090 0.007 -0.398
H 1.04888 1.12401 2.00846 0.077 -0.443 0.079
H -1.21763 2.70990 2.04727 0.319 -0.721 -0.431
```
Forces are in eV/Å.

Total energy (eV): -9927.0389
Energy relative to the best compared isomer or geometry (same formula, charge and spin) (eV): 1.1851
Total charge: -1

These are the Mulliken partial charges, in e, on atoms 1 to 2: -0.688 -0.396